C39H55BN14O6PS2Ti | wB97M-V/def2-TZVPD

Results
**Maximum force**: 2.46 eV Å⁻¹
**Kohn-Sham gap (spin up / spin down)**: 6.15 / 7.20 eV
**Charge**: -1
**E_LUMO (spin up / spin down)**: 2.19 / 2.19 eV
**2S+1**: 3

Element x y z (Å)
Ti: -0.526 0.780 1.282
C: -3.466 1.642 4.409
C: -3.005 1.285 3.142
N: -1.734 0.994 3.162
N: -1.307 1.101 4.456
C: -2.360 1.501 5.189
B: -0.170 0.255 4.948
N: 1.085 0.307 4.089
C: 2.323 0.491 4.532
C: 3.200 0.461 3.513
C: 2.392 0.301 2.398
N: 1.114 0.233 2.710
N: -0.598 -1.250 5.022
C: 0.164 -2.265 5.449
C: -0.578 -3.415 5.410
C: -1.845 -3.011 4.938
N: -1.821 -1.665 4.718
H: -4.427 1.934 4.757
H: -3.615 1.193 2.273
H: -2.261 1.636 6.263
H: 0.229 0.576 6.039
H: 2.410 0.632 5.604
H: 4.242 0.656 3.486
H: 2.627 0.406 1.329
H: 1.211 -2.147 5.653
H: -0.299 -4.438 5.650
H: -2.739 -3.575 4.702
C: -1.209 2.898 -3.212
N: -1.267 2.047 -2.047
C: -0.531 0.783 -2.282
C: -1.832 2.265 -0.877
N: -2.190 1.202 -0.091
C: -3.273 0.439 -0.502
C: -4.248 0.905 -1.392
C: -5.479 0.189 -1.548
C: -5.829 -0.823 -0.739
C: -4.836 -1.342 0.144
C: -5.168 -2.528 0.785
C: -4.231 -3.146 1.564
C: -2.952 -2.654 1.603
C: -2.563 -1.551 0.887
N: -1.199 -1.247 0.814
C: -0.468 -2.303 0.516
N: -0.936 -3.206 -0.382
C: -1.740 -2.831 -1.523
C: -0.800 -4.640 -0.204
N: 0.775 -2.545 1.016
C: 1.793 -3.151 0.189
C: 0.910 -2.644 2.480
C: -3.560 -0.795 0.209
N: -2.081 3.514 -0.453
C: -1.399 4.755 -0.863
C: -2.945 3.656 0.699
H: -1.502 2.341 -4.137
H: -0.156 3.205 -3.311
H: -1.794 3.806 -3.110
H: -1.155 0.139 -2.831
H: -0.250 0.251 -1.353
H: 0.369 1.041 -2.806
H: -4.172 1.839 -1.985
H: -6.166 0.563 -2.306
H: -6.759 -1.320 -0.739
H: -6.163 -2.972 0.718
H: -4.464 -4.042 2.112
H: -2.197 -3.184 2.183
H: -1.828 -1.771 -1.688
H: -2.767 -3.251 -1.387
H: -1.363 -3.261 -2.447
H: -0.202 -4.841 0.670
H: -0.400 -5.062 -1.125
H: -1.804 -5.035 -0.066
H: 1.534 -2.984 -0.850
H: 1.909 -4.253 0.354
H: 2.731 -2.670 0.448
H: 0.109 -2.114 2.998
H: 1.873 -2.277 2.789
H: 0.725 -3.696 2.762
H: -0.508 4.524 -1.442
H: -1.027 5.216 0.037
H: -2.111 5.394 -1.372
H: -3.313 2.708 1.042
H: -3.819 4.359 0.493
H: -2.347 4.028 1.524
S: 1.866 4.917 1.171
C: 1.161 3.457 0.868
N: 0.682 2.424 0.615
N: 5.189 -1.094 -2.310
C: 3.973 -1.612 -2.824
C: 2.737 -0.979 -2.641
C: 1.576 -1.516 -3.168
C: 1.633 -2.645 -3.981
C: 2.864 -3.248 -4.197
C: 4.051 -2.752 -3.668
S: 0.121 -3.358 -4.610
O: 0.304 -3.558 -6.054
O: 0.000 -4.554 -3.812
O: -0.908 -2.400 -4.274
H: 5.860 -1.822 -2.099
H: 5.101 -0.492 -1.520
H: 2.721 -0.103 -2.065
H: 0.608 -1.098 -2.912
H: 2.786 -4.222 -4.704
H: 4.955 -3.289 -3.863
C: 5.483 3.368 -0.541
O: 5.119 3.504 -1.918
P: 3.511 3.218 -2.130
O: 3.471 3.176 -3.797
C: 4.006 1.951 -4.369
O: 2.781 4.633 -1.959
C: 3.194 5.901 -2.440
H: 4.972 4.055 0.115
H: 6.522 3.597 -0.601
H: 5.328 2.343 -0.263
H: 4.631 2.150 -5.271
H: 3.175 1.304 -4.535
H: 4.732 1.578 -3.659
H: 2.866 6.643 -1.667
H: 2.700 6.061 -3.387
H: 4.259 5.921 -2.618

C39H55F3O2P2PtSiTe4 | wB97M-V/def2-TZVPD

Results
**Maximum force**: 2.93 eV Å⁻¹
**Kohn-Sham gap (spin up / spin down)**: 4.02 / 3.97 eV
**Charge**: 0
**E_LUMO (spin up / spin down)**: -2.56 / -2.57 eV

Element x y z (Å)
Pt: -0.307 -1.143 0.894
C: -3.676 -1.696 -0.799
Si: -2.383 -0.505 -0.025
C: -1.781 0.677 -1.407
C: -2.538 1.782 -1.769
C: -2.119 2.635 -2.774
C: -0.917 2.392 -3.420
C: -0.145 1.301 -3.060
C: -0.569 0.436 -2.060
P: 0.255 -1.149 -1.633
C: -0.460 -2.041 -3.151
C: -0.568 -3.560 -3.088
C: -1.491 -4.073 -4.206
C: -1.363 -3.250 -5.492
C: 0.036 -2.660 -5.578
C: 0.259 -1.643 -4.450
C: 2.122 -1.078 -1.778
C: 2.879 -0.133 -2.711
C: 4.347 -0.567 -2.727
C: 4.965 -0.489 -1.333
C: 4.153 -1.306 -0.332
C: 2.703 -0.855 -0.377
C: -3.175 0.595 1.321
C: -4.554 0.748 1.315
C: -5.199 1.507 2.272
C: -4.451 2.115 3.265
C: -3.077 1.957 3.297
C: -2.414 1.202 2.334
P: -0.576 1.055 2.254
C: -0.082 1.784 3.935
C: 1.384 2.219 4.069
C: 2.330 1.188 4.666
C: 1.771 0.597 5.950
C: 0.433 -0.049 5.639
C: -0.569 0.981 5.146
C: -0.317 2.496 1.075
C: 1.003 2.393 0.316
C: 1.129 3.508 -0.718
C: 0.960 4.880 -0.076
C: -0.391 4.959 0.627
C: -0.492 3.878 1.702
H: -4.308 -1.157 -1.499
H: -4.307 -2.154 -0.043
H: -3.177 -2.493 -1.342
H: -3.465 1.975 -1.249
H: -2.726 3.486 -3.049
H: -0.579 3.048 -4.209
H: 0.794 1.136 -3.562
H: -1.491 -1.655 -3.172
H: -1.001 -3.873 -2.142
H: 0.427 -4.006 -3.171
H: -2.527 -4.049 -3.860
H: -1.236 -5.116 -4.402
H: -2.087 -2.432 -5.499
H: -1.565 -3.875 -6.364
H: 0.182 -2.163 -6.539
H: 0.767 -3.467 -5.506
H: -0.106 -0.666 -4.774
H: 1.332 -1.576 -4.276
H: 2.350 -2.115 -2.067
H: 2.809 0.892 -2.339
H: 2.507 -0.146 -3.734
H: 4.906 0.065 -3.419
H: 4.413 -1.595 -3.092
H: 4.986 0.556 -1.009
H: 5.993 -0.853 -1.360
H: 4.552 -1.176 0.679
H: 4.206 -2.367 -0.583
H: 2.663 0.205 -0.119
H: 2.124 -1.407 0.375
H: -5.130 0.264 0.539
H: -6.271 1.631 2.240
H: -4.926 2.719 4.024
H: -2.542 2.435 4.099
H: -0.659 2.714 3.905
H: 1.400 3.098 4.720
H: 1.771 2.530 3.097
H: 3.294 1.663 4.855
H: 2.498 0.378 3.951
H: 1.642 1.373 6.708
H: 2.461 -0.153 6.338
H: 0.035 -0.550 6.523
H: 0.584 -0.810 4.866
H: -0.761 1.684 5.961
H: -1.517 0.481 4.914
H: -1.123 2.363 0.340
H: 1.029 1.424 -0.198
H: 1.851 2.432 1.004
H: 0.360 3.380 -1.483
H: 2.100 3.443 -1.213
H: 1.030 5.656 -0.841
H: 1.761 5.053 0.647
H: -1.191 4.834 -0.107
H: -0.510 5.939 1.094
H: -1.466 3.948 2.193
H: 0.292 4.062 2.438
Te: 0.476 -3.261 2.179
Te: 2.640 -2.552 3.504
Te: -2.003 -2.745 5.771
Te: -1.759 -2.094 3.169
F: -0.978 -6.292 -0.277
C: 0.187 -5.661 -0.156
F: 1.039 -6.177 -1.041
F: 0.673 -5.953 1.083
C: 0.069 -4.137 -0.238
O: -1.044 -3.677 0.038
O: 1.130 -3.546 -0.435

C39H55FN13O6P2S2 | wB97M-V/def2-TZVPD

Results
**Maximum force**: 7.92 eV Å⁻¹
**Kohn-Sham gap**: 7.02 eV
**Charge**: +1
**E_LUMO**: -4.21 eV

Element x y z (Å)
C: 0.889 6.363 0.517
C: 0.363 5.255 1.307
C: -0.662 4.144 0.822
C: -0.043 2.731 0.257
C: 1.480 3.034 -0.121
C: 2.321 1.982 -1.027
F: 2.375 3.081 1.054
C: -0.082 1.652 1.495
N: 0.241 2.242 2.819
C: 1.079 1.477 3.487
O: 1.994 0.736 3.876
O: 0.720 0.460 1.151
C: 0.070 -0.228 0.070
O: -0.876 -1.184 0.698
C: -0.317 -1.741 1.920
C: -1.106 -3.149 2.220
P: 1.253 -1.429 -0.898
P: 0.231 -3.281 -1.423
O: 0.778 -4.393 -0.514
O: 0.745 -3.656 -3.040
O: -1.470 -3.179 -1.493
C: -0.706 0.634 -1.042
N: -0.089 0.349 -2.413
C: -1.020 -0.162 -3.205
S: -2.040 -1.119 -4.117
N: -0.922 2.111 -0.788
S: -0.567 3.126 -2.241
C: -2.416 2.250 -0.686
C: -3.323 2.401 0.572
C: -4.876 2.512 0.621
C: -5.703 2.470 -0.701
C: -4.875 2.263 -2.010
C: -3.290 2.152 -2.026
H: 0.584 6.563 -0.576
H: 1.693 7.038 0.974
H: 0.792 5.194 2.380
H: -1.356 4.660 0.042
H: -1.361 3.959 1.735
H: 1.654 4.033 -0.690
H: 2.580 1.004 -0.491
H: 1.956 1.871 -2.102
H: 3.357 2.509 -1.141
H: -1.144 1.188 1.630
H: 0.793 -2.018 1.866
H: -0.520 -1.070 2.844
H: -2.020 -3.233 1.536
H: -1.380 -3.145 3.337
H: -0.359 -4.007 2.068
H: 2.365 -1.732 -0.006
H: 1.120 -2.803 -3.397
H: -1.787 -2.246 -1.479
H: -1.734 0.090 -1.139
H: -1.376 4.256 -2.187
H: -2.817 2.439 1.606
H: -5.438 2.656 1.623
H: -6.851 2.582 -0.699
H: -5.481 2.190 -2.996
H: -2.882 1.960 -3.072
C: -2.105 9.297 0.815
C: -2.145 7.911 0.240
N: -2.177 6.811 -0.214
H: -2.845 9.927 0.318
H: -2.327 9.263 1.884
H: -1.113 9.731 0.671
C: -2.744 -7.294 3.200
C: -2.839 -6.008 3.969
N: -2.915 -4.988 4.579
H: -2.258 -7.118 2.239
H: -2.159 -8.023 3.766
H: -3.743 -7.698 3.026
C: 3.055 -5.576 1.047
C: 3.569 -6.814 1.727
N: 3.976 -7.794 2.266
H: 2.641 -4.890 1.788
H: 3.870 -5.078 0.518
H: 2.275 -5.841 0.332
C: -5.872 8.625 -2.039
C: -5.358 9.386 -0.850
N: -4.951 9.988 0.092
H: -5.126 7.898 -2.364
H: -6.791 8.099 -1.773
H: -6.080 9.315 -2.859
C: 4.494 -3.068 4.054
C: 4.272 -2.539 2.665
N: 4.096 -2.120 1.566
H: 3.629 -2.841 4.680
H: 4.637 -4.150 4.021
H: 5.381 -2.604 4.490
C: 2.702 -0.256 -5.609
C: 3.220 0.513 -4.427
N: 3.629 1.122 -3.490
H: 3.448 -0.985 -5.934
H: 1.784 -0.783 -5.338
H: 2.491 0.426 -6.432
C: 0.038 -10.237 1.291
C: -0.261 -9.740 2.676
N: -0.498 -9.346 3.774
H: -0.841 -10.735 0.877
H: 0.310 -9.399 0.646
H: 0.868 -10.946 1.322
C: -2.088 6.254 3.883
C: -2.157 7.532 4.668
N: -2.212 8.545 5.289
H: -1.616 6.437 2.915
H: -1.502 5.512 4.430
H: -3.094 5.862 3.720
C: 7.317 -9.003 2.178
C: 8.421 -9.249 1.188
N: 9.295 -9.444 0.405
H: 7.498 -8.068 2.710
H: 6.360 -8.937 1.658
H: 7.275 -9.821 2.899
C: 0.683 -0.311 -9.549
C: 2.011 0.063 -8.953
N: 3.063 0.359 -8.481
H: 0.718 -0.193 -10.634
H: 0.449 -1.350 -9.311
H: -0.100 0.333 -9.146

C39H56BIN6O6STi | wB97M-V/def2-TZVPD

Results
**Maximum force**: 2.35 eV Å⁻¹
**Kohn-Sham gap**: 7.39 eV
**Charge**: -2
**E_LUMO**: 4.22 eV

Element x y z (Å)
Ti: 1.787 0.448 0.261
O: 4.507 -1.134 -1.498
C: 3.302 -1.186 -1.385
O: 2.680 -1.194 -0.212
C: 2.368 -1.441 -2.566
C: 1.642 -2.784 -2.360
C: 0.925 -3.185 -3.671
C: -0.352 -2.308 -3.590
C: -0.021 -1.452 -2.358
O: 0.567 -2.434 -1.504
C: 1.142 -0.494 -2.734
C: 1.148 0.893 -2.046
O: 2.417 1.096 -1.342
O: 0.307 0.610 -0.553
H: 3.004 -1.461 -3.452
H: 2.246 -3.573 -1.912
H: 0.690 -4.251 -3.681
H: 1.539 -2.964 -4.546
H: -1.235 -2.916 -3.387
H: -0.534 -1.716 -4.488
H: -0.858 -0.988 -1.848
H: 1.040 -0.204 -3.781
C: -3.940 -1.903 1.628
C: -2.550 -2.435 1.531
C: -2.108 -3.704 1.216
C: -0.703 -3.628 1.312
N: -0.327 -2.411 1.664
N: -1.459 -1.679 1.778
B: -1.441 -0.213 2.226
N: -0.064 0.164 2.923
N: 1.224 -0.122 2.501
C: 2.004 -0.124 3.583
C: 1.241 0.173 4.717
C: -0.043 0.333 4.269
C: -1.211 0.617 5.159
C: 3.476 -0.490 3.695
C: 4.202 0.600 4.498
C: 3.535 -1.812 4.482
C: 4.213 -0.700 2.385
N: -1.916 0.730 1.079
N: -2.436 0.250 -0.076
C: -2.994 1.279 -0.696
C: -2.832 2.455 0.055
C: -2.140 2.059 1.180
C: -1.723 2.892 2.346
C: -3.720 1.118 -2.015
C: -2.724 0.985 -3.173
C: -4.594 2.349 -2.269
C: -4.606 -0.130 -1.960
C: 0.319 -4.718 1.092
C: 0.211 -5.750 2.223
C: 0.038 -5.404 -0.251
C: 1.727 -4.129 1.076
H: -4.652 -2.698 1.400
H: -4.093 -1.080 0.930
H: -4.148 -1.531 2.635
H: -2.726 -4.549 0.953
H: -2.236 -0.071 3.123
H: 1.574 0.255 5.738
H: -0.826 0.838 6.156
H: -1.887 -0.235 5.229
H: -1.794 1.468 4.818
H: 3.767 0.729 5.492
H: 4.153 1.553 3.971
H: 5.252 0.318 4.622
H: 3.071 -1.713 5.465
H: 4.579 -2.112 4.618
H: 3.016 -2.604 3.940
H: 4.215 0.197 1.766
H: 3.800 -1.517 1.803
H: 5.259 -0.930 2.608
H: -3.135 3.461 -0.188
H: -1.804 3.947 2.081
H: -0.689 2.702 2.638
H: -2.367 2.712 3.210
H: -2.014 1.815 -3.197
H: -2.139 0.075 -3.074
H: -3.267 0.940 -4.125
H: -3.981 3.244 -2.394
H: -5.288 2.519 -1.442
H: -5.175 2.208 -3.186
H: -4.013 -1.007 -1.697
H: -5.079 -0.302 -2.933
H: -5.392 -0.019 -1.207
H: -0.792 -6.181 2.267
H: 0.419 -5.279 3.186
H: 0.930 -6.563 2.072
H: -0.946 -5.881 -0.252
H: 0.791 -6.173 -0.451
H: 0.061 -4.666 -1.055
H: 1.982 -3.703 2.048
H: 1.810 -3.319 0.352
H: 2.453 -4.915 0.837
I: 2.697 2.872 1.452
C: 0.032 4.274 -0.789
S: -1.002 4.531 -2.244
O: 0.705 1.856 -2.655
C: 0.073 5.407 -3.339
C: -0.451 6.403 -4.158
C: 0.358 7.073 -5.067
C: 1.705 6.760 -5.163
C: 2.227 5.746 -4.366
C: 1.420 5.060 -3.473
H: -0.229 4.976 0.001
H: 1.085 4.365 -1.030
H: -0.127 3.249 -0.465
H: -1.501 6.660 -4.070
H: -0.069 7.851 -5.690
H: 2.342 7.288 -5.862
H: 3.270 5.466 -4.453
H: 1.810 4.217 -2.914